Record 1
{"formula": "CH2O4", "method": "ωB97M-V/def2-TZVPD", "elements": ["C", "O", "O", "O", "O", "H", "H"], "coordinates": [[0.09496, 0.42474, -0.02756], [-0.30313, -0.04844, 1.21749], [1.01576, -0.61815, -0.28514], [0.66077, -1.20995, 1.01456], [-0.91667, 0.53760, -0.96920], [0.71026, 1.29491, 0.02295], [-1.26195, -0.38072, -0.97309]], "atomic_forces_ev_per_a": [[0.4, 0.5, -1.5], [0.8, -1.9, 0.3], [-0.5, -1.1, 0.5], [-0.9, 1.5, -0.1], [0.9, -0.9, 1.2], [-0.4, 1.4, -0.1], [-0.3, 0.6, -0.4]], "energy_ha": -340.04268, "multiplicity": 1}

---

Record 2
{"formula": "CH2O4P2", "method": "ωB97M-V/def2-TZVPD", "elements": ["C", "O", "O", "O", "O", "P", "P", "H", "H"], "coordinates": [[1.20675, -0.55191, 1.60797], [0.17616, 1.81382, 0.40001], [1.30690, 0.11025, -1.06919], [-2.27851, 0.89234, -2.41780], [-1.30662, -0.24322, -0.50596], [-1.63717, -0.35980, -1.97030], [0.56360, 0.39800, 0.17834], [1.41980, -1.63289, 1.24529], [0.54909, -0.42659, 2.53164]], "atomic_forces_ev_per_a": [[-1.5, 0.0, -1.4], [-0.5, 0.3, 0.8], [0.4, -0.8, -1.1], [-0.8, 0.7, -1.4], [0.6, -0.9, 1.2], [0.2, 0.1, 0.3], [1.6, -0.3, 1.9], [-0.6, 1.6, 0.9], [0.7, -0.5, -1.1]], "energy_ha": -1023.03369, "total_charge": -2, "multiplicity": 1}

---

Record 3
{"formula": "CH2O4S", "method": "ωB97M-V/def2-TZVPD", "elements": ["C", "O", "O", "O", "O", "S", "H", "H"], "coordinates": [[0.90633, -1.21944, 0.21759], [0.74115, -1.89089, -0.77159], [-2.59451, -0.42553, 0.66574], [-0.12158, -0.56333, 0.77113], [-1.20569, 0.62917, -1.01522], [-1.58649, -0.76848, -0.25006], [1.94371, -1.07768, 0.62762], [-0.61470, 1.14737, -0.53530]], "atomic_forces_ev_per_a": [[0.3, -0.3, -1.1], [0.6, -0.1, 0.2], [-1.6, -0.1, 1.3], [0.3, -0.4, 0.1], [-1.9, -2.3, -1.9], [1.8, 1.6, -0.6], [-1.1, 0.2, 0.3], [1.6, 1.5, 1.6]], "energy_ha": -738.42037, "multiplicity": 1}

---

Record 4
{"formula": "CH2OPS", "method": "ωB97M-V/def2-TZVPD", "elements": ["C", "O", "P", "S", "H", "H"], "coordinates": [[0.99068, -1.02908, -0.12440], [1.99980, -0.66956, 0.34456], [-0.47163, 1.62178, 0.13993], [-0.04444, -1.98657, -0.80128], [-1.10085, 0.98566, 1.17521], [-1.37356, 1.07777, -0.73402]], "atomic_forces_ev_per_a": [[1.6, 1.3, 0.8], [-0.6, -0.3, -0.2], [1.4, 0.7, -0.2], [-1.0, -0.8, -0.5], [-0.5, -0.5, 1.1], [-0.8, -0.4, -0.9]], "energy_ha": -854.08257, "total_charge": -1, "multiplicity": 1}

---

Quick rundown of LUMO energy, same order as above: 0.19 7.26 0.34 3.34 eV